[1]
A molecular structure, C44H38AuN2O9S2Si at a distorted geometry. Source: the Open Molecules 2025 dataset; level of theory: ωB97M-V/def2-TZVPD.

Structure (XYZ):
```
97
Properties=species:S:1:pos:R:3:forces:R:3:mulliken_charge:R:1
Au -0.27397 -0.30697 -0.18095 0.7 1.0 0.1 1.82
C 0.96067 3.09561 -5.66442 0.0 0.0 0.1 -1.53
C 1.24763 2.16463 -4.52076 0.0 0.0 -0.1 1.06
C 1.35157 0.79157 -4.72789 0.0 0.0 0.0 -0.80
C 1.57572 -0.07249 -3.66884 0.1 0.0 -0.1 -1.08
C 1.71761 0.46257 -2.39639 0.1 0.0 -0.1 0.11
C 1.59894 1.82840 -2.14808 -0.1 0.0 0.0 -0.37
C 1.37920 2.66700 -3.22265 0.0 0.0 0.1 -0.98
S 1.87422 -0.70354 -1.09144 -0.1 -0.5 -0.1 1.43
O 2.10781 -2.04709 -1.60302 0.1 0.1 0.1 -0.77
C 3.18418 -0.11005 -0.06119 0.0 0.0 -0.1 0.89
C 4.14475 0.77125 -0.61830 -0.2 0.0 0.1 -0.80
C 5.13772 1.25023 0.17571 0.1 0.0 0.0 -1.19
C 5.21004 0.89785 1.54613 0.0 0.0 0.0 0.76
C 6.20996 1.43517 2.39182 0.0 0.0 0.0 -1.23
C 6.27559 1.07087 3.70421 0.0 0.0 0.0 -0.61
C 5.35005 0.14478 4.23593 0.0 0.0 0.0 -0.97
C 4.38232 -0.39917 3.44396 0.0 0.0 0.0 -0.93
C 4.28124 -0.02867 2.07855 0.0 0.0 0.0 1.00
C 3.26900 -0.56427 1.23344 0.1 -0.3 -0.1 0.19
C 2.48677 -1.73958 1.74010 -0.1 0.2 0.1 0.26
C 3.13559 -3.00560 1.75977 0.0 0.0 0.0 0.75
C 4.41893 -3.20226 1.18640 0.0 0.0 0.0 -0.87
C 5.00400 -4.43280 1.21527 0.0 0.0 0.0 -1.03
C 4.35256 -5.52754 1.82843 0.0 0.0 0.0 -0.61
C 3.12241 -5.36705 2.39220 0.0 0.0 0.0 -1.17
C 2.47968 -4.10495 2.36813 0.0 0.0 0.0 0.85
C 1.20338 -3.92405 2.95202 0.0 0.0 0.0 -1.28
C 0.56788 -2.72011 2.90251 -0.1 0.0 -0.1 -1.64
C 1.22152 -1.63795 2.27540 0.1 0.2 -0.1 1.19
S 0.39294 -0.08830 1.99509 0.0 0.0 -0.1 1.78
O 1.21942 1.04405 2.35624 -0.1 -0.2 -0.1 -0.65
C -1.09721 -0.11840 2.91506 0.0 0.2 0.1 0.80
C -1.16406 0.78793 3.96473 0.0 0.0 0.1 -1.26
C -2.31835 0.82987 4.72902 0.0 0.0 0.0 -0.91
C -3.39804 -0.00229 4.44757 0.0 0.0 0.0 1.11
C -4.64587 0.04207 5.28152 0.1 0.0 0.0 -1.59
C -3.30081 -0.89441 3.37549 0.0 0.0 0.0 -1.23
C -2.16076 -0.95982 2.59966 0.0 0.0 -0.1 -0.53
H 1.20028 2.63830 -6.62243 0.0 0.0 0.0 0.40
H 1.52508 4.02252 -5.56707 0.0 0.0 0.0 0.39
H -0.09938 3.35848 -5.67380 0.0 0.0 0.0 0.29
H 1.25060 0.39115 -5.72868 0.0 0.0 0.0 0.43
H 1.65259 -1.14049 -3.82137 0.0 0.0 0.0 0.57
H 1.62870 2.22081 -1.13951 0.0 0.0 0.0 0.72
H 1.28563 3.73266 -3.05028 0.0 0.0 0.0 0.44
H 4.08301 1.05477 -1.65782 0.0 0.0 0.0 0.70
H 5.88682 1.91513 -0.23594 0.0 0.0 0.0 0.45
H 6.91782 2.14261 1.97824 0.0 0.0 0.0 0.48
H 7.03984 1.48957 4.34567 0.0 0.0 0.0 0.43
H 5.41216 -0.13235 5.27990 0.0 0.0 0.0 0.44
H 3.67806 -1.10792 3.85942 0.0 0.0 0.0 0.44
H 4.92734 -2.37483 0.70961 0.0 0.0 0.0 0.46
H 5.97619 -4.57629 0.76286 0.0 0.0 0.0 0.45
H 4.83664 -6.49482 1.84687 0.0 0.0 0.0 0.43
H 2.61626 -6.20046 2.86325 0.0 0.0 0.0 0.46
H 0.72913 -4.76498 3.44252 0.0 0.0 0.0 0.43
H -0.40837 -2.59342 3.34644 0.0 0.0 0.0 0.58
H -0.33240 1.44971 4.16667 0.0 0.0 0.0 0.54
H -2.38448 1.53294 5.54970 0.0 0.0 0.0 0.39
H -4.68780 0.94478 5.88692 0.0 0.0 0.0 0.39
H -4.68055 -0.81765 5.95443 0.0 0.0 0.0 0.31
H -5.53435 0.00278 4.65416 0.0 0.0 0.0 0.39
H -4.13820 -1.53970 3.14088 0.0 0.0 0.0 0.45
H -2.10854 -1.64784 1.76512 0.0 0.0 0.0 0.85
C -3.10999 2.44478 1.21888 0.1 0.0 0.2 -0.83
Si -1.80792 2.89051 -0.06120 -1.0 0.3 -0.2 0.52
C -1.21934 4.64157 0.25228 0.4 0.0 0.1 -1.24
C -2.64701 2.87055 -1.74593 0.0 0.1 0.0 -0.80
O -0.55925 1.87493 -0.03656 0.5 -0.7 0.3 -0.52
H -3.95109 3.14224 1.20101 0.0 0.0 -0.1 0.55
H -2.67993 2.49386 2.22496 0.0 -0.1 0.0 0.15
H -3.51144 1.43706 1.06391 0.1 0.0 0.0 0.09
H -2.02085 5.37341 0.35686 -0.2 -0.1 0.0 0.36
H -0.57911 4.99213 -0.56413 0.0 -0.1 0.1 0.29
H -0.62977 4.67726 1.17359 0.0 0.0 -0.1 0.28
H -3.43972 3.62171 -1.79845 0.0 0.0 0.0 0.48
H -3.10978 1.90904 -1.97924 0.0 -0.1 0.0 0.09
H -1.92091 3.10022 -2.53287 0.0 0.0 0.0 0.19
O -1.05525 -0.59730 -2.08461 0.3 0.1 -0.1 -0.65
C -2.26878 -0.75908 -1.70068 0.1 0.0 0.3 0.47
O -2.48812 -0.80345 -0.47118 -0.6 -0.1 0.0 -0.63
C -3.32471 -0.85887 -2.72021 -0.2 0.0 0.1 0.05
C -2.98359 -0.94451 -4.06171 0.1 0.0 0.0 -0.46
C -3.99869 -1.01059 -4.99112 0.0 0.0 -0.1 -0.26
C -5.33251 -0.99281 -4.63930 -0.1 0.0 -0.1 -0.44
C -5.63001 -0.89659 -3.29423 0.0 -0.1 0.0 -0.27
C -4.65604 -0.82994 -2.32033 0.0 0.0 0.0 -0.53
N -7.05228 -0.85901 -2.88366 0.0 0.2 0.0 1.09
O -7.88106 -0.99445 -3.75420 0.0 -0.1 0.0 -0.60
O -7.27994 -0.67098 -1.70822 0.0 -0.1 0.0 -0.61
N -3.64074 -1.09440 -6.42658 0.0 0.0 0.0 1.09
O -4.54910 -1.18015 -7.21949 0.0 0.0 0.0 -0.61
O -2.45901 -1.07237 -6.69995 0.0 0.0 0.0 -0.63
H -1.95160 -0.95078 -4.38046 0.0 0.0 0.0 0.78
H -6.11175 -1.04714 -5.38507 0.0 0.0 0.0 0.65
H -4.92700 -0.73880 -1.27833 0.0 0.0 0.0 0.69
```
Forces are in eV/Å.

Calculated values
LUMO level (spin up / spin down): -5.462 / -5.463 eV
net charge: +1
F_max: 1.23 eV/A
gap between HOMO and LUMO (spin up / spin down): 5.7761 / 5.7722 eV

[2]
A molecular structure, C44H38BrF5ILaN9O7S2 at a distorted geometry. Source: the Open Molecules 2025 dataset; level of theory: ωB97M-V/def2-TZVPD.

Structure (XYZ):
```
108
Properties=species:S:1:pos:R:3:forces:R:3:mulliken_charge:R:1
La 0.52431 18.51686 20.10088 -0.5 0.0 -0.3 2.19
N 3.01180 15.17714 21.72150 0.7 0.6 -0.9 -0.43
C 2.67700 16.39087 21.23856 0.3 0.6 0.4 0.29
O 1.80382 17.08004 21.79276 -0.4 0.1 0.0 -0.42
C 3.53102 16.95965 20.13389 0.3 0.1 -0.5 -0.62
C 2.78334 17.76833 19.06142 -0.4 0.2 0.6 -1.38
H 2.30096 14.70513 22.21945 -0.7 -0.5 0.6 0.32
H 3.47063 14.64351 21.00428 0.1 -0.5 0.2 0.26
H 4.11382 16.13484 19.72049 0.2 -0.1 -0.1 0.46
H 4.26110 17.61744 20.63390 -0.2 -0.1 0.1 0.17
H 2.54519 17.14933 18.20618 0.1 -0.2 -0.3 0.60
H 3.35973 18.63065 18.71784 0.2 -0.1 0.0 0.50
N -0.66879 20.37850 21.93558 0.5 0.3 -0.3 -0.33
C -2.08583 20.48592 22.29284 -0.4 -0.1 0.3 -0.49
C -2.89512 20.91272 21.07619 0.7 -0.1 -0.9 -0.88
C -3.13723 19.86196 19.99212 0.4 -0.3 -0.2 -0.65
N -1.89689 19.46494 19.25383 -1.1 -0.2 0.4 -0.20
H -0.05788 20.50607 22.74598 -0.3 0.0 -0.3 0.24
H -0.45418 21.14714 21.27323 0.1 -0.5 0.6 0.04
H -2.24848 21.25854 23.06636 0.1 -0.3 -0.1 0.44
H -2.45921 19.51409 22.69549 0.3 0.7 -0.3 0.13
H -2.38077 21.78952 20.59861 -0.5 -0.4 0.4 0.26
H -3.87377 21.20310 21.40770 -0.5 0.5 0.2 0.46
H -3.90391 20.23294 19.29506 0.2 0.0 0.1 0.50
H -3.55763 18.96681 20.45150 0.0 -0.1 0.0 0.28
H -1.50869 20.26848 18.78711 0.1 0.4 -0.2 0.01
H -2.17093 18.83720 18.49977 0.0 0.0 0.0 -0.20
N 9.09354 25.54402 20.44979 0.3 0.6 -0.1 -0.51
C 8.23813 24.78649 20.51703 0.5 -0.4 -0.1 0.07
C 7.30596 23.73163 20.68753 -0.7 -0.3 1.0 0.45
C 7.30784 23.02395 21.89869 -0.4 -0.2 -0.9 -1.15
C 6.31615 22.08645 22.14302 0.2 0.2 0.1 -0.42
C 5.28502 21.88082 21.23515 0.4 0.6 -0.4 1.55
C 5.27949 22.60229 20.03014 0.2 -0.6 -0.1 -0.36
C 6.29809 23.49118 19.76817 0.0 0.5 -0.8 -1.05
N 4.26266 20.97683 21.54461 -1.5 -0.2 0.1 0.52
C 4.05948 20.27414 22.73228 0.1 0.1 -0.1 -0.30
C 2.84063 19.70455 22.67106 -0.6 0.3 -1.1 -1.37
N 2.24543 20.06420 21.44154 -0.1 -0.5 1.1 0.51
C 3.08595 20.83211 20.83859 1.0 0.4 -1.1 -0.36
H 8.09259 23.20198 22.60027 0.3 0.0 0.4 0.45
H 6.34339 21.51737 23.05784 0.0 0.0 0.1 0.33
H 4.56613 22.42655 19.23186 -0.1 0.0 0.4 0.35
H 6.31777 24.03810 18.81559 -0.1 -0.3 0.5 0.42
H 4.78492 20.24605 23.50513 0.4 -0.1 0.4 0.45
H 2.29797 19.05192 23.33986 0.4 0.1 0.0 0.51
H 2.93708 21.26903 19.84103 0.0 -0.3 0.8 -0.43
O 0.07351 8.50038 18.35459 0.3 -0.1 0.3 -0.51
C -0.73184 9.51805 17.94546 0.4 -0.4 -0.8 0.64
O -1.56772 9.22870 17.13614 -0.6 0.3 0.1 -0.56
C -0.44663 10.89498 18.40576 0.6 -0.1 0.8 0.97
C -1.27286 11.93175 18.01080 -0.4 0.8 -0.4 -0.96
C -0.98818 13.25061 18.38898 0.2 -1.0 -0.3 -0.39
C 0.16644 13.59832 19.08057 0.1 0.3 0.5 0.26
S 0.74552 15.26793 19.29056 -0.2 -0.8 -0.1 -0.05
C 0.93222 12.52187 19.57576 -0.1 0.2 -0.3 -1.05
C 0.65273 11.22108 19.24371 -0.2 -0.7 -0.2 -0.83
H 0.84079 8.79272 18.85877 -0.2 0.2 0.1 0.28
H -2.14041 11.78940 17.33150 0.7 -0.3 0.7 0.37
H -1.66865 13.97844 18.03685 -0.4 0.9 -0.2 0.54
H 1.79680 12.71552 20.18010 0.3 0.2 0.2 0.26
H 1.35713 10.46278 19.63506 -0.6 0.3 -0.3 0.04
F 1.51999 23.47190 14.17023 0.0 0.0 0.3 -0.34
C 1.21456 22.87065 15.33165 0.1 -0.2 0.0 0.41
C 0.31258 21.82126 15.34979 0.2 0.9 -1.0 0.04
F -0.29704 21.53668 14.18480 -0.1 -0.3 0.6 -0.26
C 0.07117 21.16678 16.52220 -0.4 -1.1 1.1 0.60
F -0.88188 20.20527 16.55430 0.3 0.0 -0.2 0.08
C 0.74961 21.42083 17.74391 0.0 0.1 0.2 -0.69
O 0.64154 20.69011 18.83375 -0.1 0.4 -0.7 0.26
C 1.53412 22.58834 17.67112 0.3 -0.5 1.4 -0.12
F 2.12431 23.09556 18.79028 0.0 -0.4 0.0 -0.45
C 1.82154 23.23663 16.51857 0.2 0.9 -2.0 0.46
F 2.71212 24.24239 16.45703 -0.1 -0.1 0.5 -0.34
Br 0.94792 17.20319 13.74822 0.3 -0.2 0.4 -0.15
C -0.74551 17.88174 14.20103 -0.7 1.0 -1.4 -0.03
C -1.32863 18.69707 13.20725 0.6 -0.4 -0.3 -0.51
C -2.60464 19.17830 13.37744 -0.3 -0.4 -0.3 -0.60
C -3.34063 18.86783 14.52010 -0.2 0.8 -0.4 -0.76
C -2.75366 18.11072 15.50148 -0.1 0.1 0.0 -0.18
C -1.46732 17.62140 15.33741 0.5 -0.5 0.5 0.28
I -0.61522 16.57163 16.93319 0.2 0.0 0.2 0.44
H -0.78417 18.90102 12.26558 -0.3 -0.1 0.8 0.38
H -3.07659 19.68289 12.54503 0.0 0.3 0.1 0.38
H -4.33636 19.30385 14.61129 0.2 -0.4 0.2 0.37
H -3.26843 17.88883 16.42146 -0.2 -0.1 0.1 0.45
O -9.24540 14.35010 22.70592 0.5 -0.2 0.0 -0.70
S -8.00968 13.72946 22.24247 -1.2 -0.5 1.1 1.20
O -7.90583 12.30232 22.52041 0.1 0.4 -0.1 -0.69
O -7.60715 14.15344 20.93634 0.5 0.2 -1.0 -0.65
C -6.74034 14.42710 23.33732 0.5 -0.2 0.6 -0.02
N -6.96299 14.47430 24.67038 -0.8 0.0 -1.1 -0.47
C -6.08010 15.10794 25.39605 -0.1 -0.3 1.2 -0.31
C -4.90547 15.62146 24.88587 0.3 -0.1 -0.1 -0.64
C -4.70244 15.39275 23.54693 0.7 0.5 -0.7 0.27
N -5.60565 14.81398 22.76487 -0.4 0.1 0.2 -0.23
C -3.49374 15.92833 22.82032 -0.6 -0.4 0.2 1.28
C -3.48771 15.85455 21.43283 0.1 -0.1 -0.7 -0.48
C -2.47224 16.47527 20.71782 0.0 -0.2 1.0 -1.17
N -1.47126 17.13039 21.32232 0.0 -0.1 0.2 0.96
C -1.43447 17.11891 22.65809 -0.4 -0.2 -0.2 -0.98
C -2.41720 16.52902 23.45195 0.8 0.4 0.1 -0.86
H -6.31589 15.15463 26.47078 0.2 0.1 -0.4 0.38
H -4.15455 16.09449 25.48884 0.0 0.2 0.3 0.33
H -4.27110 15.28413 20.92137 0.2 0.4 0.3 0.65
H -2.42908 16.42254 19.65052 0.0 0.0 -0.5 0.45
H -0.58008 17.62261 23.08667 0.1 0.0 0.3 0.44
H -2.27601 16.54855 24.53633 -0.3 0.0 -0.4 0.30
```
Forces are in eV/Å.

Calculated values
LUMO level: 0.623 eV
net charge: -1
F_max: 2.16 eV/A
gap between HOMO and LUMO: 6.2418 eV